Record 1
ORCA calculation (wB97M-V/def2-TZVPD) on an isolated molecule of C6H14BNO2.

Values from the calculation:
ΔE to the lowest compared entry with this formula, charge and spin (kJ/mol): 492.72
F_max (eV Å⁻¹): 2.9
Gap between HOMO and LUMO (eV): 9.640
Calculated total energy (a.u.): -467.02112
SMILES: CONBO/C=C\C(C)C
E_HOMO (eV): -8.8

ORCA input file:
```
! wB97M-V def2-TZVPD RIJCOSX def2/J DEFGRID3
* xyz 0 1
C -0.11297 -3.93107 0.86947
O -0.03677 -3.79654 -0.54980
N -0.03182 -2.50011 -1.00759
B 1.03942 -1.62787 -0.82958
O 1.10723 -0.26977 -1.28389
C 0.13768 0.46977 -1.80153
C -0.34151 1.54768 -1.20194
C 0.18325 2.11096 0.10514
C -0.20844 3.56549 0.44699
C -0.35007 1.20534 1.27249
H 0.87088 -3.64732 1.43572
H -0.37674 -4.89801 1.18726
H -0.93290 -3.28848 1.06571
H -0.93144 -2.03328 -1.19707
H 2.08015 -1.98207 -0.49984
H -0.23629 0.35956 -2.79520
H -1.26999 1.93798 -1.63265
H 1.33669 1.98911 0.14855
H 0.57582 4.05843 -0.12547
H 0.16192 3.75052 1.43534
H -1.15361 4.09322 0.14102
H -1.22109 1.68560 1.74246
H 0.34277 0.98133 2.15104
H -0.63216 0.21952 0.92335
*
```

Here are the Löwdin charges for atoms 1 to 5, given in e: -0.07, -0.17, 0.06, -0.34, 0.04

Record 2
ORCA calculation (wB97M-V/def2-TZVPD) on a cluster of 2 separate species, C42H37N7O5 in total.

Values from the calculation:
ΔE to the lowest compared entry with this formula, charge and spin (kJ/mol): 0.00
F_max (eV Å⁻¹): 5.4
Gap between HOMO and LUMO (eV): 4.515
Calculated total energy (a.u.): -2381.86054
E_HOMO (eV): -6.5

ORCA input file:
```
! wB97M-V def2-TZVPD RIJCOSX def2/J DEFGRID3
* xyz 0 1
N 0.56389 -8.64776 3.54009
C 0.61387 -7.52482 3.23416
C 0.68870 -6.15164 2.87103
C 1.78854 -5.45051 2.38884
C 1.77400 -4.02533 2.37225
N 3.01953 -3.32327 2.35554
O 4.06746 -3.96976 2.15599
O 3.00802 -2.07704 2.56752
C 0.59556 -3.29202 2.59987
C -0.53514 -4.00943 3.00106
N -1.66123 -3.59474 3.74073
O -2.17994 -2.51478 3.98912
O -2.20648 -4.78470 4.32043
N -1.48835 -5.91950 3.93224
C -0.50344 -5.41949 3.16092
H 2.67523 -5.99858 2.09388
H 0.57051 -2.21356 2.56392
C -0.73385 0.55544 -6.48278
C -0.86091 0.72260 -4.99506
C -0.91216 -0.38061 -4.14457
C -1.08920 -0.25126 -2.75995
C -1.36996 -1.49108 -1.96006
C -1.02002 1.03669 -2.20957
N -0.99315 1.20024 -0.78949
C 0.11025 0.98415 0.01049
C 0.91767 -0.24794 -0.09370
C 1.89122 -0.44444 -1.14564
C 2.46513 -1.79183 -1.36665
C 2.18472 0.62022 -2.09167
C 2.12968 1.98222 -1.72490
C 2.41515 3.00372 -2.62301
C 2.71170 2.71038 -3.96149
C 2.76918 1.36752 -4.35955
C 2.56437 0.34248 -3.43908
O 0.63176 -1.18919 0.68686
N -0.16797 1.54592 1.21398
C 0.43793 1.26404 2.47387
C 1.84318 1.37376 2.62838
C 2.72103 2.11762 1.67874
C 2.45260 0.71516 3.68871
C 1.70714 -0.02241 4.61413
C 2.38737 -0.86340 5.65390
C 0.31525 -0.00615 4.50699
C -0.35038 0.64473 3.46824
C -1.83124 0.49397 3.41037
N -1.35987 2.24327 1.14835
C -1.85147 2.01551 -0.04438
C -3.16420 2.44124 -0.48354
C -3.74800 3.50693 0.23538
C -5.02497 3.95248 -0.09340
C -5.72177 3.36924 -1.16411
C -5.14618 2.31405 -1.88161
C -3.90317 1.80579 -1.50649
C -0.95666 2.17016 -3.03725
C -0.90666 3.56503 -2.49271
C -0.90945 1.99273 -4.42519
H -1.10481 1.43857 -7.01522
H 0.31301 0.40609 -6.77943
H -1.29623 -0.31680 -6.83786
H -0.83588 -1.38153 -4.56521
H -2.12185 -1.33269 -1.17562
H -1.75391 -2.26789 -2.63636
H -0.46796 -1.90426 -1.48789
H 3.47623 -1.67511 -1.78583
H 2.53131 -2.37222 -0.43557
H 1.86868 -2.36734 -2.10395
H 1.89046 2.22293 -0.68729
H 2.40022 4.04130 -2.28180
H 2.88078 3.51566 -4.68165
H 2.99262 1.12094 -5.40075
H 2.65025 -0.70130 -3.75243
H 3.55505 2.57084 2.23581
H 3.16807 1.43947 0.93550
H 2.17982 2.92455 1.17759
H 3.54299 0.74606 3.78839
H 2.04735 -0.61889 6.67167
H 2.17505 -1.93119 5.48044
H 3.46971 -0.71879 5.60161
H -0.28773 -0.53755 5.24365
H -2.19729 0.41633 4.44168
H -2.31642 1.33829 2.91819
H -2.11614 -0.44042 2.89719
H -3.17468 3.93994 1.05666
H -5.47689 4.75746 0.48198
H -6.71946 3.73369 -1.43378
H -5.67100 1.88243 -2.73772
H -3.49961 0.91583 -1.99168
H -0.56041 4.23926 -3.28804
H -1.89682 3.92154 -2.16432
H -0.20410 3.66164 -1.65184
H -0.86520 2.88116 -5.06622
*
```

Here are the Löwdin charges for atoms 1 to 5, given in e: 0.18, -0.17, -0.15, 0.09, -0.11

Record 3
ORCA calculation (wB97M-V/def2-TZVPD) on a cluster of 6 separate species, C31H35N5O5 in total.

Values from the calculation:
ΔE to the lowest compared entry with this formula, charge and spin (kJ/mol): 465.52
F_max (eV Å⁻¹): 2.0
Gap between HOMO and LUMO (eV): 9.733
Calculated total energy (a.u.): -1852.19400
SMILES: C[C@@H](O)CO[C@H]1COC(=O)O1.c1ccncc1.c1ccncc1.c1ccncc1.c1ccncc1.c1ccncc1
E_HOMO (eV): -9.2

ORCA input file:
```
! wB97M-V def2-TZVPD RIJCOSX def2/J DEFGRID3
* xyz 0 1
C 4.25596 -0.09457 -0.62702
C 3.70040 -1.30687 -1.33032
O 4.46571 -2.46052 -1.00094
C 2.29364 -1.63754 -0.94953
O 1.42482 -0.55672 -1.31374
C 0.13823 -0.83992 -1.04192
C -0.51932 -0.27622 0.19141
O -1.85793 -0.75073 -0.09535
C -1.97981 -0.79709 -1.45093
O -2.95911 -1.17980 -2.04651
O -0.81279 -0.36953 -2.02414
H 5.10056 0.24854 -1.20398
H 3.54226 0.71734 -0.62387
H 4.61606 -0.30311 0.36763
H 3.74802 -1.11371 -2.39059
H 4.94403 -2.70097 -1.78879
H 2.00153 -2.51202 -1.51512
H 2.21540 -1.86860 0.10200
H -0.08915 -1.90518 -0.99094
H -0.08164 -0.72888 1.06466
H -0.64245 0.79198 0.23248
C -5.60631 -2.23085 1.55491
C -6.36717 -2.17618 2.71172
C -6.35998 -1.00410 3.45493
N -5.65707 0.07721 3.11394
C -4.93121 0.00387 1.99800
C -4.86964 -1.11713 1.18702
H -5.58661 -3.12733 0.94831
H -6.95581 -3.02365 3.03509
H -6.94221 -0.91296 4.36506
H -4.37006 0.89841 1.74747
H -4.26536 -1.11667 0.29417
C -6.64072 2.54469 8.16798
C -7.88276 1.93230 8.15949
C -8.16971 1.04429 7.13477
N -7.32067 0.74596 6.15348
C -6.12879 1.34241 6.17577
C -5.74339 2.24474 7.15701
H -6.37670 3.24448 8.95071
H -8.61438 2.13750 8.92866
H -9.13024 0.54238 7.09062
H -5.46283 1.08146 5.36201
H -4.76300 2.69952 7.12644
C 10.06668 1.95658 -1.24600
C 8.88685 2.28617 -0.59900
C 7.81233 1.41805 -0.70961
N 7.84604 0.28286 -1.40542
C 8.98778 -0.01862 -2.02394
C 10.12096 0.78032 -1.97425
H 10.92937 2.60762 -1.18400
H 8.79976 3.19607 -0.02145
H 6.86981 1.63737 -0.21852
H 8.98357 -0.94598 -2.58570
H 11.02116 0.48512 -2.49546
C 9.19602 -1.27132 -7.38260
C 8.15332 -0.74814 -6.63626
C 8.02294 -1.15085 -5.31653
N 8.84217 -2.01670 -4.72272
C 9.83801 -2.51045 -5.45567
C 10.05940 -2.17196 -6.78170
H 9.33366 -0.98158 -8.41624
H 7.45592 -0.04243 -7.06543
H 7.22370 -0.76177 -4.69407
H 10.48808 -3.21431 -4.94770
H 10.88664 -2.60415 -7.32711
C -8.12760 2.57468 0.13610
C -9.00216 2.65384 -0.93583
C -9.58995 1.48417 -1.39205
N -9.36081 0.28560 -0.86060
C -8.51684 0.22867 0.16759
C -7.87669 1.33665 0.70324
H -7.64815 3.46479 0.52351
H -9.22514 3.60034 -1.40910
H -10.28223 1.50109 -2.22691
H -8.34675 -0.75964 0.58056
H -7.20765 1.23176 1.54083
*
```

Here are the Löwdin charges for atoms 1 to 5, given in e: -0.03, -0.42, -0.01, -0.13, 0.00

Record 4
ORCA calculation (wB97M-V/def2-TZVPD) on an isolated molecule of C4H10N4.

Values from the calculation:
ΔE to the lowest compared entry with this formula, charge and spin (kJ/mol): 182.37
F_max (eV Å⁻¹): 0.7
Gap between HOMO and LUMO (eV): 8.938
Calculated total energy (a.u.): -377.37735
E_HOMO (eV): -7.9

ORCA input file:
```
! wB97M-V def2-TZVPD RIJCOSX def2/J DEFGRID3
* xyz 0 1
C 0.32696 0.61531 -2.37389
C 0.36075 0.32475 -0.02517
C -1.31725 -1.09335 1.18815
N 1.69789 0.13212 0.07262
N -1.94217 -1.18522 0.05666
N 0.50767 -0.01709 2.39300
C -0.40459 0.13118 1.26102
N -0.31538 0.58494 -1.08201
H 2.02803 -0.19563 0.96706
H 2.27823 0.05573 -0.74361
H -1.76308 -0.52734 -0.71783
H -2.58942 -1.95556 -0.09899
H 0.06785 -0.60723 3.09087
H 0.72327 0.88099 2.81190
H -1.09841 0.97973 1.38017
H 0.97618 1.48882 -2.48300
H 0.92195 -0.28625 -2.56808
H -0.45848 0.67409 -3.12885
*
```

Here are the Löwdin charges for atoms 1 to 5, given in e: -0.15, -0.43, -0.07, 0.16, 0.05

Record 5
ORCA calculation (wB97M-V/def2-TZVPD) on an isolated molecule of C5H8O2.

Values from the calculation:
ΔE to the lowest compared entry with this formula, charge and spin (kJ/mol): 221.20
F_max (eV Å⁻¹): 2.1
Gap between HOMO and LUMO (eV): 9.887
Calculated total energy (a.u.): -345.72071
SMILES: CCCC(=O)C=O
E_HOMO (eV): -9.4

ORCA input file:
```
! wB97M-V def2-TZVPD RIJCOSX def2/J DEFGRID3
* xyz 0 1
C -2.06026 -0.14537 -0.88299
C -0.92453 -0.45964 0.07964
C 0.16909 0.61042 0.06711
C 1.22927 0.09757 1.01444
O 1.14727 0.09442 2.21365
C 2.59379 -0.28448 0.27656
O 2.90742 0.88945 0.35793
H -2.53971 0.80593 -0.62454
H -2.82277 -0.92880 -0.84913
H -1.69360 -0.06951 -1.91378
H -0.46264 -1.42287 -0.17806
H -1.29604 -0.55668 1.10773
H 0.58024 0.74201 -0.93986
H -0.23909 1.57441 0.40032
H 3.41156 -0.94686 -0.12902
*
```

Here are the Löwdin charges for atoms 1 to 5, given in e: -0.11, -0.26, -0.14, -0.42, 0.10

Record 6
ORCA calculation (wB97M-V/def2-TZVPD) on a cluster of 6 separate species, C12H24Cl12 in total.

Values from the calculation:
ΔE to the lowest compared entry with this formula, charge and spin (kJ/mol): 97.16
F_max (eV Å⁻¹): 3.4
Gap between HOMO and LUMO (alpha / beta) (eV): 9.877 / 2.488
Calculated total energy (a.u.): -5993.52266
E_HOMO (alpha / beta) (eV): -12.6 / -12.6

ORCA input file:
```
! wB97M-V def2-TZVPD RIJCOSX def2/J DEFGRID3
* xyz 1 2
Cl -19.59576 -17.50025 -0.44063
C -18.29235 -18.26395 0.56908
C -18.73566 -19.59594 1.10191
Cl -20.24712 -19.56296 2.14415
H -18.07495 -17.58923 1.39708
H -17.37946 -18.48258 0.01506
H -18.03656 -20.21350 1.66582
H -19.08408 -20.01973 0.16005
Cl -22.49166 -15.86434 4.21871
C -23.19646 -17.42122 3.54001
C -24.24088 -17.93290 4.52109
Cl -24.85431 -19.55362 4.07246
H -22.43102 -18.15273 3.28099
H -23.66989 -17.26434 2.57081
H -25.12869 -17.30738 4.61391
H -23.97035 -17.89320 5.57624
Cl -15.97192 -10.59314 1.98785
C -16.61458 -9.45155 3.05412
C -15.74785 -9.48012 4.26445
Cl -14.03237 -9.12894 3.82956
H -17.53889 -9.89927 3.41920
H -16.72144 -8.52731 2.48628
H -15.73307 -10.38410 4.87329
H -16.00410 -8.61867 4.88117
Cl -20.98977 -11.52269 2.24621
C -20.35132 -13.19826 2.28752
C -18.83127 -13.21609 2.40154
Cl -18.27210 -14.86457 2.50818
H -20.76379 -13.76360 1.45184
H -20.83369 -13.72532 3.11070
H -18.46000 -12.74470 3.31151
H -18.27735 -12.75401 1.58437
Cl -19.19117 -12.75664 -1.05229
C -18.26264 -11.29286 -1.37647
C -17.75389 -11.36901 -2.81545
Cl -16.32550 -12.37823 -2.93471
H -17.40155 -11.07983 -0.74302
H -18.96089 -10.46242 -1.27200
H -17.38538 -10.39217 -3.12864
H -18.35832 -11.67192 -3.67044
Cl -19.91740 -9.45173 4.80987
C -20.75995 -7.90041 4.27812
C -21.36192 -8.05860 2.91158
Cl -20.08316 -8.33055 1.70254
H -20.04175 -7.09809 4.44718
H -21.61470 -7.66552 4.91242
H -21.96364 -7.26663 2.46572
H -21.96964 -8.96346 2.91305
*
```

Here are the Löwdin charges for atoms 1 to 5, given in e: 0.51, -0.63, -0.61, 0.50, 0.03